160
Properties=species:S:1:pos:R:3 method="wB97M-V/def2-TZVPD" e_lumo_ev="2.16 / 2.16" multiplicity=2 e_homo_ev="-0.634 / -5.259" total_charge=-1 total_energy_ha=-4158.6396 max_force_ev_per_a=3.9
N 2.22 0.32 -0.45
C 1.03 -0.23 -0.03
C -0.15 -0.26 -0.76
C -0.11 0.32 -2.02
C 1.03 0.96 -2.53
C 2.18 0.88 -1.68
H 1.01 -0.73 0.93
H -1.12 -0.61 -0.44
H -0.96 0.29 -2.69
H 1.07 1.50 -3.46
H 3.14 1.22 -2.01
N 3.49 -4.65 -3.95
C 4.09 -4.98 -2.72
C 3.84 -4.23 -1.56
C 2.78 -3.25 -1.60
C 2.21 -2.97 -2.85
C 2.59 -3.71 -3.96
H 4.89 -5.70 -2.78
H 4.41 -4.48 -0.68
H 2.50 -2.70 -0.72
H 1.46 -2.20 -2.93
H 2.15 -3.54 -4.94
C -1.80 -2.99 -3.27
O -2.70 -1.91 -3.10
H -2.49 -3.80 -3.51
H -1.12 -2.82 -4.11
H -1.19 -3.13 -2.37
H -3.12 -1.82 -3.96
C -2.23 -0.17 -6.09
O -3.48 -0.81 -5.94
H -1.95 -0.18 -7.14
H -2.37 0.87 -5.79
H -1.44 -0.59 -5.46
H -3.99 -0.58 -6.72
C 5.22 -0.77 -2.97
O 6.31 -0.65 -3.92
H 4.44 -0.03 -3.17
H 4.72 -1.71 -3.20
H 5.67 -0.73 -1.98
H 6.96 -1.28 -3.63
F 3.56 2.26 2.54
C 3.34 3.56 2.26
C 3.26 4.52 3.28
C 2.86 5.84 2.97
C 2.74 6.22 1.66
C 2.77 5.26 0.67
C 3.04 3.90 0.92
H 3.32 4.19 4.31
H 2.61 6.50 3.79
H 2.40 7.24 1.55
H 2.59 5.60 -0.34
H 3.12 3.19 0.11
F -0.60 -4.35 -0.27
C -1.85 -4.77 0.06
C -2.09 -6.12 0.30
C -3.35 -6.62 0.66
C -4.41 -5.71 0.80
C -4.20 -4.36 0.51
C -2.91 -3.83 0.26
H -1.24 -6.78 0.19
H -3.52 -7.66 0.87
H -5.33 -6.10 1.21
H -5.09 -3.78 0.70
H -2.64 -2.81 0.00
F -6.62 1.04 4.12
C -5.66 0.18 3.73
C -5.78 -1.17 3.95
C -4.77 -1.96 3.51
C -3.74 -1.42 2.73
C -3.63 -0.06 2.43
C -4.67 0.72 2.88
H -6.58 -1.61 4.52
H -4.72 -3.03 3.61
H -2.98 -2.11 2.40
H -2.84 0.25 1.75
H -4.72 1.78 2.66
F 0.52 1.00 2.82
C 0.44 0.65 4.14
C -0.73 0.05 4.68
C -0.70 -0.59 5.92
C 0.42 -0.49 6.70
C 1.57 0.18 6.24
C 1.56 0.71 4.93
H -1.63 0.04 4.08
H -1.53 -1.13 6.32
H 0.37 -0.90 7.69
H 2.44 0.23 6.88
H 2.50 1.12 4.58
F 0.09 -2.30 2.47
C 0.90 -3.12 3.09
C 0.51 -3.60 4.30
C 1.35 -4.34 5.15
C 2.64 -4.57 4.65
C 3.04 -4.06 3.43
C 2.15 -3.31 2.62
H -0.50 -3.35 4.62
H 0.97 -4.70 6.10
H 3.35 -5.11 5.26
H 4.04 -4.23 3.07
H 2.47 -2.86 1.69
F -4.16 4.13 0.18
C -3.03 3.86 0.91
C -2.92 4.52 2.13
C -1.68 4.50 2.75
C -0.66 3.72 2.20
C -0.84 2.98 1.06
C -2.02 3.04 0.37
H -3.75 5.14 2.45
H -1.46 4.98 3.69
H 0.27 3.66 2.74
H 0.00 2.35 0.79
H -2.19 2.40 -0.49
F 6.31 -2.74 0.31
C 5.89 -2.14 1.44
C 6.45 -2.50 2.72
C 5.94 -1.97 3.87
C 4.91 -1.03 3.84
C 4.38 -0.70 2.58
C 4.88 -1.25 1.41
H 7.21 -3.27 2.71
H 6.25 -2.32 4.85
H 4.53 -0.68 4.78
H 3.57 0.01 2.54
H 4.52 -0.98 0.43
F 2.92 5.46 -3.30
C 3.21 4.34 -3.98
C 4.18 3.51 -3.50
C 4.60 2.38 -4.20
C 3.84 1.90 -5.26
C 2.72 2.62 -5.67
C 2.46 3.91 -5.12
H 4.66 3.85 -2.59
H 5.44 1.86 -3.74
H 4.13 1.00 -5.78
H 2.09 2.14 -6.40
H 1.53 4.41 -5.38
F -7.33 2.49 -0.46
C -6.67 1.36 -0.52
C -5.30 1.42 -0.91
C -4.60 0.25 -1.17
C -5.27 -0.96 -0.98
C -6.55 -0.99 -0.53
C -7.24 0.14 -0.31
H -4.88 2.40 -1.08
H -3.56 0.27 -1.48
H -4.69 -1.85 -1.18
H -6.99 -1.96 -0.35
H -8.29 0.10 -0.05
F -1.77 6.98 -4.14
C -2.14 5.70 -3.94
C -1.14 4.78 -3.69
C -1.51 3.44 -3.42
C -2.83 3.02 -3.58
C -3.85 3.92 -3.87
C -3.49 5.29 -3.99
H -0.11 5.10 -3.63
H -0.77 2.71 -3.16
H -3.13 1.99 -3.42
H -4.92 3.78 -3.96
H -4.25 6.05 -4.09